(1)
A 10-piece molecular cluster, C33H62F3N5O40PS10 overall in a non-equilibrium geometry, computed with ωB97M-V with the def2-TZVPD basis set.

XYZ file:
```
154
Properties=species:S:1:pos:R:3
C 5.39 1.86 -1.32
C 4.48 2.57 -2.35
O 3.25 2.97 -1.66
C 2.29 3.34 -2.52
O 2.51 3.80 -3.60
C 0.89 3.08 -1.99
C -0.09 4.23 -2.32
C -0.85 4.81 -1.11
N -1.85 3.93 -0.52
C -1.62 3.20 0.58
P -0.14 3.06 1.71
S -0.12 1.30 2.49
N -2.68 2.46 0.91
C -3.60 2.76 -0.03
N -4.78 2.17 0.00
C -5.88 2.34 -0.96
C -6.68 1.00 -1.03
O -7.99 1.14 -0.55
C -8.99 1.21 -1.55
C -9.57 2.65 -1.59
F -10.87 2.60 -1.95
F -8.89 3.38 -2.52
F -9.46 3.24 -0.40
N -3.15 3.69 -0.92
N -3.79 4.27 -1.97
C -3.41 3.77 -3.31
C -3.89 5.71 -1.82
C -3.70 6.69 -2.96
O -4.19 6.12 -0.74
H 6.36 2.36 -1.29
H 5.58 0.84 -1.63
H 4.91 1.88 -0.34
H 4.25 1.91 -3.19
H 4.95 3.48 -2.72
H 0.94 2.80 -0.94
H 0.55 2.19 -2.53
H 0.51 5.06 -2.72
H -0.73 3.90 -3.14
H -0.11 5.07 -0.35
H -1.27 5.78 -1.43
H 1.05 3.43 1.05
H -0.39 4.00 2.73
H -4.93 1.53 0.77
H -6.54 3.13 -0.59
H -5.53 2.54 -1.98
H -6.19 0.26 -0.39
H -6.61 0.60 -2.05
H -9.76 0.48 -1.30
H -8.64 0.97 -2.56
H -4.31 3.77 -3.93
H -2.66 4.36 -3.83
H -3.11 2.72 -3.21
H -3.15 7.53 -2.54
H -3.11 6.32 -3.81
H -4.66 7.06 -3.30
C 7.03 -2.83 -1.28
C 7.78 -2.75 0.03
O 8.80 -1.76 -0.18
S 8.24 -0.66 -1.19
O 7.75 0.45 -0.45
O 9.16 -0.50 -2.26
O 6.96 -1.48 -1.74
H 7.58 -3.42 -2.02
H 6.03 -3.24 -1.16
H 8.24 -3.70 0.31
H 7.14 -2.41 0.84
C 11.04 0.73 3.71
C 11.81 -0.58 3.77
O 10.91 -1.55 3.22
S 10.01 -0.86 2.10
O 10.62 -1.12 0.84
O 8.64 -1.13 2.39
O 10.32 0.67 2.47
H 10.32 0.80 4.52
H 11.70 1.59 3.72
H 12.09 -0.84 4.78
H 12.70 -0.54 3.14
C 12.03 -5.60 6.69
C 10.60 -5.85 6.26
O 10.05 -4.54 6.06
S 11.21 -3.56 5.52
O 11.12 -3.46 4.11
O 11.23 -2.40 6.35
O 12.46 -4.49 5.89
H 12.09 -5.31 7.74
H 12.67 -6.46 6.52
H 10.03 -6.39 7.01
H 10.56 -6.39 5.31
C -11.00 -3.20 -1.23
C -10.45 -4.51 -0.71
O -9.07 -4.50 -1.12
S -8.52 -3.01 -1.11
O -7.83 -2.78 0.11
O -7.92 -2.74 -2.37
O -9.93 -2.26 -1.03
H -11.22 -3.26 -2.29
H -11.89 -2.88 -0.69
H -10.96 -5.37 -1.12
H -10.48 -4.55 0.38
C 14.20 5.60 3.86
C 15.28 4.60 4.20
O 14.85 4.02 5.44
S 13.25 3.96 5.49
O 12.83 2.67 5.09
O 12.81 4.56 6.69
O 12.98 4.97 4.27
H 14.31 6.52 4.44
H 14.17 5.84 2.80
H 16.26 5.06 4.32
H 15.34 3.81 3.46
C 14.21 -5.89 11.29
C 14.98 -7.20 11.30
O 14.08 -8.14 10.71
S 13.18 -7.41 9.61
O 13.76 -7.62 8.33
O 11.81 -7.68 9.88
O 13.50 -5.90 10.05
H 13.48 -5.85 12.11
H 14.87 -5.03 11.35
H 15.25 -7.52 12.31
H 15.87 -7.14 10.68
C -16.00 -4.04 -1.24
C -15.72 -5.32 -0.47
O -15.05 -6.16 -1.41
S -14.17 -5.27 -2.41
O -12.82 -5.25 -1.95
O -14.49 -5.61 -3.74
O -14.84 -3.85 -2.06
H -16.86 -4.15 -1.89
H -16.15 -3.19 -0.58
H -16.62 -5.79 -0.10
H -15.04 -5.13 0.37
C -8.73 7.31 -6.04
C -8.02 6.20 -5.29
O -6.69 6.20 -5.82
S -6.28 7.70 -6.23
O -5.52 8.27 -5.17
O -5.81 7.69 -7.57
O -7.74 8.34 -6.19
H -9.03 6.98 -7.04
H -9.60 7.69 -5.51
H -8.49 5.23 -5.43
H -7.96 6.43 -4.22
C -14.19 -4.87 -9.01
C -12.74 -5.32 -8.97
O -12.44 -5.44 -7.58
S -13.77 -5.90 -6.78
O -13.72 -7.30 -6.59
O -13.98 -5.01 -5.70
O -14.83 -5.58 -7.95
H -14.28 -3.80 -8.81
H -14.67 -5.09 -9.96
H -12.07 -4.61 -9.45
H -12.62 -6.30 -9.43
```

Results
Charge: +1
E_tot (eV): -250352.51042
Kohn-Sham gap (hartree): 0.3105

(2)
A 5-piece molecular cluster, C33H63F2N3O9 overall in a non-equilibrium geometry, computed with ωB97M-V with the def2-TZVPD basis set.

XYZ file:
```
110
Properties=species:S:1:pos:R:3
C 13.25 16.58 9.54
C 14.10 15.85 8.46
C 13.30 14.78 7.65
C 14.67 16.88 7.51
C 15.86 16.47 6.74
C 17.04 16.06 7.63
C 16.50 14.88 8.45
C 16.37 13.53 7.66
C 17.55 14.66 9.54
N 15.31 15.33 9.11
O 14.87 14.30 10.05
H 12.84 15.84 10.25
H 13.91 17.29 10.16
H 12.47 17.12 9.01
H 13.24 13.85 8.27
H 12.22 15.04 7.32
H 13.88 14.52 6.78
H 13.78 17.05 6.78
H 14.87 17.82 8.08
H 15.70 15.82 5.90
H 16.21 17.34 6.13
H 17.32 16.94 8.26
H 17.84 15.64 7.04
H 15.85 13.56 6.68
H 15.83 12.86 8.36
H 17.30 13.04 7.40
H 17.31 13.94 10.32
H 17.79 15.56 10.05
H 18.50 14.30 9.10
H 14.77 14.75 10.90
C 13.32 6.18 16.11
C 12.45 7.38 16.19
C 11.82 7.53 14.84
C 11.31 7.11 17.24
C 10.50 8.37 17.52
C 11.40 9.46 18.08
C 12.44 9.86 16.99
C 11.75 10.49 15.71
C 13.47 10.82 17.57
N 13.15 8.56 16.66
O 14.27 8.80 15.75
H 13.80 5.89 16.99
H 12.64 5.36 15.81
H 14.07 6.32 15.32
H 10.91 8.22 14.72
H 12.59 7.92 14.15
H 11.42 6.57 14.56
H 10.71 6.31 16.77
H 11.87 6.73 18.19
H 10.11 8.70 16.60
H 9.66 8.00 18.15
H 11.98 9.19 18.99
H 10.92 10.46 18.31
H 11.82 11.61 15.63
H 10.68 10.21 15.58
H 12.23 10.12 14.77
H 13.03 11.81 17.76
H 14.33 10.97 16.95
H 13.84 10.51 18.57
H 13.85 9.05 14.90
C 8.85 11.04 8.64
C 8.55 11.11 10.15
C 7.20 11.75 10.39
C 8.45 9.64 10.70
C 9.84 8.91 10.79
C 10.79 9.75 11.66
C 10.91 11.10 11.11
C 11.70 11.90 12.19
C 11.78 11.01 9.83
N 9.64 11.75 10.98
O 9.81 13.08 10.80
H 7.94 10.67 8.12
H 9.20 11.96 8.20
H 9.54 10.25 8.52
H 6.41 11.06 9.98
H 7.02 11.75 11.51
H 7.04 12.76 10.00
H 8.08 9.54 11.73
H 7.70 9.16 10.05
H 9.70 7.92 11.18
H 10.37 8.79 9.87
H 11.77 9.30 11.65
H 10.35 9.83 12.69
H 12.73 11.47 12.28
H 11.21 11.92 13.16
H 11.92 12.95 11.93
H 11.81 11.94 9.23
H 11.40 10.30 9.10
H 12.85 10.82 10.07
H 9.96 13.21 9.85
O 14.30 7.55 20.41
C 15.15 7.73 19.67
O 15.77 8.84 19.29
C 16.68 8.56 18.16
C 16.72 7.07 18.11
F 17.90 6.53 18.59
O 15.67 6.66 18.93
H 16.28 8.98 17.24
H 17.61 9.03 18.45
H 16.56 6.73 17.15
O 18.08 11.27 15.08
C 17.41 11.28 14.06
O 17.87 11.20 12.76
C 16.78 11.41 11.87
C 15.55 11.16 12.80
F 14.92 10.00 12.59
O 16.04 11.18 14.06
H 16.77 12.44 11.62
H 16.90 10.66 11.10
H 14.85 11.98 12.70
```

Results
SMILES string: CC1(C)CCCC(C)(C)N1O.CC1(C)CCCC(C)(C)N1O.CC1(C)CCCC(C)(C)N1O.O=C1OC[C@@H](F)O1.O=C1OC[C@@H](F)O1
Charge: 0
E_tot (eV): -63570.66043
Kohn-Sham gap (hartree): 0.3248

(3)
C33H65B2ClF4N4O5P2SeSiW as an isolated structure, computed with ωB97M-V with the def2-TZVPD basis set.

XYZ file:
```
119
Properties=species:S:1:pos:R:3
W -1.42 -2.22 0.82
C 4.50 2.90 -5.14
C 3.62 2.48 -4.01
C 2.22 2.07 -4.33
C 4.19 2.37 -2.64
P 2.30 -0.94 -2.02
C 2.16 -1.61 -0.29
N 1.52 -0.69 0.62
B 0.24 -0.70 1.27
N 0.29 0.32 2.29
C -0.58 0.56 3.44
P -2.31 1.18 3.10
C -3.09 0.55 4.71
C -3.36 -0.94 4.45
C -2.27 0.69 6.00
C -4.44 1.24 4.91
C -2.10 3.06 3.18
C -3.44 3.70 2.79
C -1.60 3.67 4.48
C -1.11 3.38 2.05
C 1.55 0.92 2.23
C 2.11 1.94 2.98
C 3.40 2.36 2.67
C 4.12 1.78 1.64
C 3.57 0.74 0.90
C 2.29 0.32 1.21
C 3.57 -2.15 -2.70
C 3.41 -2.13 -4.22
C 3.41 -3.57 -2.16
C 4.98 -1.65 -2.34
H 4.28 3.93 -5.47
H 5.55 2.86 -4.87
H 4.35 2.27 -6.02
H 1.65 1.84 -3.43
H 2.19 1.18 -4.96
H 1.69 2.85 -4.89
H 3.42 2.36 -1.86
H 4.77 1.44 -2.51
H 4.89 3.19 -2.43
H 1.61 -2.54 -0.32
H 3.16 -1.85 0.10
H -0.68 -0.37 4.00
H -0.07 1.25 4.11
H -2.44 -1.53 4.40
H -3.96 -1.34 5.27
H -3.90 -1.07 3.52
H -1.26 0.29 5.91
H -2.19 1.73 6.32
H -2.77 0.14 6.80
H -5.05 1.19 4.00
H -4.98 0.74 5.72
H -4.32 2.29 5.19
H -4.21 3.58 3.55
H -3.29 4.77 2.63
H -3.82 3.27 1.85
H -2.38 3.67 5.25
H -0.74 3.14 4.89
H -1.30 4.71 4.31
H -1.40 2.89 1.12
H -1.10 4.46 1.89
H -0.10 3.07 2.30
H 1.58 2.41 3.79
H 3.85 3.17 3.25
H 5.12 2.13 1.41
H 4.13 0.28 0.09
H 2.44 -2.52 -4.52
H 3.51 -1.12 -4.62
H 4.19 -2.75 -4.69
H 2.39 -3.93 -2.27
H 4.06 -4.25 -2.72
H 3.68 -3.64 -1.11
H 5.17 -0.65 -2.75
H 5.13 -1.60 -1.26
H 5.73 -2.33 -2.75
F 0.39 -4.63 3.27
B 0.59 -3.47 2.62
F -0.52 -2.52 2.89
F 0.36 -3.65 1.16
F 1.78 -2.86 2.81
O -3.68 -5.60 2.06
Cl -3.74 -4.23 1.67
O -4.20 -4.05 0.32
O -2.13 -3.88 1.59
O -2.71 -1.21 1.10
C 0.69 2.54 -0.86
N -0.67 2.59 -1.34
C -1.13 3.78 -2.03
C -1.78 3.37 -3.34
C -2.97 2.49 -3.01
N -2.68 1.58 -1.90
C -3.66 0.53 -1.70
C -1.47 1.49 -1.27
O -1.15 0.47 -0.64
H 1.40 2.74 -1.67
H 0.88 1.56 -0.46
H 0.86 3.28 -0.07
H -0.26 4.42 -2.19
H -1.84 4.34 -1.41
H -1.05 2.83 -3.94
H -2.11 4.24 -3.91
H -3.26 1.90 -3.88
H -3.83 3.10 -2.73
H -3.62 -0.23 -2.49
H -4.66 0.98 -1.71
H -3.50 0.06 -0.74
C -0.33 -5.76 -0.82
Si -1.19 -4.74 -2.11
C -2.94 -5.26 -2.47
C -0.27 -4.71 -3.73
Se -1.31 -2.45 -1.57
H -0.38 -6.81 -1.12
H -0.79 -5.66 0.17
H 0.71 -5.46 -0.75
H -2.90 -6.26 -2.92
H -3.38 -4.58 -3.20
H -3.57 -5.30 -1.59
H -0.34 -5.71 -4.19
H 0.78 -4.46 -3.64
H -0.74 -4.01 -4.42
```

Results
2S+1: 3
Charge: 0
E_tot (eV): -169850.18249
Relative energy (zero: lowest compared OMol25 entry of this formula, charge and spin) (kcal per mole): 5.3
Kohn-Sham gap (spin up / spin down) (hartree): 0.2046 / 0.2372

(4)
A 10-piece molecular cluster, C33H65FO12S overall in a non-equilibrium geometry, computed with ωB97M-V with the def2-TZVPD basis set.

XYZ file:
```
112
Properties=species:S:1:pos:R:3
C 11.85 -2.07 3.08
C 10.63 -1.75 2.62
C 9.62 -2.83 2.31
O 8.79 -3.14 3.47
S 7.92 -4.49 3.37
O 7.90 -4.92 1.99
O 6.48 -3.74 3.63
C 5.43 -4.69 3.84
C 4.27 -4.50 2.86
C 4.25 -3.15 2.18
F 4.40 -5.47 1.86
H 11.99 -2.77 3.90
H 12.75 -1.65 2.64
H 10.35 -0.71 2.47
H 10.16 -3.70 1.97
H 8.97 -2.44 1.52
H 5.07 -4.66 4.86
H 5.80 -5.71 3.66
H 3.35 -4.69 3.41
H 4.47 -2.36 2.91
H 4.96 -3.14 1.36
H 3.27 -2.96 1.76
C 1.02 -3.31 -1.38
C 2.08 -2.23 -1.34
O 2.03 -1.32 -0.55
C 3.20 -2.36 -2.34
H 0.26 -3.11 -0.62
H 0.53 -3.32 -2.36
H 1.47 -4.28 -1.20
H 2.80 -2.33 -3.36
H 3.71 -3.30 -2.18
H 3.89 -1.53 -2.22
C 4.34 -8.47 -2.71
C 4.37 -7.18 -1.93
O 4.08 -6.12 -2.44
C 4.78 -7.24 -0.48
H 4.03 -8.27 -3.73
H 5.33 -8.92 -2.72
H 3.63 -9.16 -2.25
H 5.79 -7.63 -0.39
H 4.09 -7.88 0.08
H 4.75 -6.24 -0.07
C -0.08 -1.42 2.25
C -1.58 -1.48 2.04
O -2.05 -1.70 0.95
C -2.44 -1.24 3.25
H 0.43 -1.60 1.30
H 0.21 -0.44 2.62
H 0.22 -2.18 2.97
H -2.24 -0.24 3.64
H -2.23 -1.99 4.02
H -3.49 -1.30 2.97
C -5.00 3.21 3.00
C -3.89 2.34 2.46
O -3.27 1.60 3.18
C -3.60 2.45 0.99
H -5.11 3.05 4.07
H -4.76 4.26 2.82
H -5.94 2.97 2.50
H -3.32 3.47 0.75
H -4.49 2.18 0.41
H -2.79 1.77 0.72
C 1.13 -6.43 -5.94
C 2.22 -7.38 -6.36
O 2.80 -8.08 -5.56
C 2.57 -7.41 -7.83
H 0.99 -6.50 -4.86
H 1.41 -5.40 -6.19
H 0.20 -6.68 -6.44
H 2.90 -6.43 -8.16
H 1.69 -7.70 -8.41
H 3.36 -8.13 -8.00
C -4.39 8.14 1.82
C -3.53 6.96 1.42
O -3.90 6.17 0.58
C -2.20 6.82 2.12
H -5.31 8.13 1.25
H -4.62 8.09 2.88
H -3.86 9.07 1.62
H -2.35 6.71 3.19
H -1.58 7.70 1.93
H -1.69 5.93 1.74
C -5.30 6.56 -2.06
C -6.55 7.13 -2.68
O -7.25 7.92 -2.09
C -6.89 6.69 -4.08
H -5.17 6.96 -1.07
H -5.38 5.47 -2.00
H -4.44 6.82 -2.67
H -7.04 5.61 -4.11
H -6.08 6.96 -4.76
H -7.81 7.18 -4.41
C -5.17 10.28 -5.31
C -4.06 9.41 -5.85
O -3.45 8.65 -5.13
C -3.74 9.53 -7.32
H -5.29 10.09 -4.25
H -4.93 11.34 -5.46
H -6.10 10.05 -5.83
H -3.44 10.55 -7.55
H -4.62 9.28 -7.91
H -2.93 8.85 -7.57
C -6.40 -0.92 7.05
C -5.36 0.18 7.10
O -5.44 1.09 7.89
C -4.23 0.08 6.11
H -7.16 -0.74 7.81
H -6.88 -0.94 6.07
H -5.93 -1.89 7.24
H -4.63 0.11 5.09
H -3.67 -0.84 6.25
H -3.56 0.93 6.24
```

Results
Charge: 0
E_tot (eV): -73394.46450
Kohn-Sham gap (hartree): 0.3518

Repeat the fourth record exactly.
A 10-piece molecular cluster, C33H65FO12S overall in a non-equilibrium geometry, computed with ωB97M-V with the def2-TZVPD basis set.

XYZ file:
```
112
Properties=species:S:1:pos:R:3
C 11.85 -2.07 3.08
C 10.63 -1.75 2.62
C 9.62 -2.83 2.31
O 8.79 -3.14 3.47
S 7.92 -4.49 3.37
O 7.90 -4.92 1.99
O 6.48 -3.74 3.63
C 5.43 -4.69 3.84
C 4.27 -4.50 2.86
C 4.25 -3.15 2.18
F 4.40 -5.47 1.86
H 11.99 -2.77 3.90
H 12.75 -1.65 2.64
H 10.35 -0.71 2.47
H 10.16 -3.70 1.97
H 8.97 -2.44 1.52
H 5.07 -4.66 4.86
H 5.80 -5.71 3.66
H 3.35 -4.69 3.41
H 4.47 -2.36 2.91
H 4.96 -3.14 1.36
H 3.27 -2.96 1.76
C 1.02 -3.31 -1.38
C 2.08 -2.23 -1.34
O 2.03 -1.32 -0.55
C 3.20 -2.36 -2.34
H 0.26 -3.11 -0.62
H 0.53 -3.32 -2.36
H 1.47 -4.28 -1.20
H 2.80 -2.33 -3.36
H 3.71 -3.30 -2.18
H 3.89 -1.53 -2.22
C 4.34 -8.47 -2.71
C 4.37 -7.18 -1.93
O 4.08 -6.12 -2.44
C 4.78 -7.24 -0.48
H 4.03 -8.27 -3.73
H 5.33 -8.92 -2.72
H 3.63 -9.16 -2.25
H 5.79 -7.63 -0.39
H 4.09 -7.88 0.08
H 4.75 -6.24 -0.07
C -0.08 -1.42 2.25
C -1.58 -1.48 2.04
O -2.05 -1.70 0.95
C -2.44 -1.24 3.25
H 0.43 -1.60 1.30
H 0.21 -0.44 2.62
H 0.22 -2.18 2.97
H -2.24 -0.24 3.64
H -2.23 -1.99 4.02
H -3.49 -1.30 2.97
C -5.00 3.21 3.00
C -3.89 2.34 2.46
O -3.27 1.60 3.18
C -3.60 2.45 0.99
H -5.11 3.05 4.07
H -4.76 4.26 2.82
H -5.94 2.97 2.50
H -3.32 3.47 0.75
H -4.49 2.18 0.41
H -2.79 1.77 0.72
C 1.13 -6.43 -5.94
C 2.22 -7.38 -6.36
O 2.80 -8.08 -5.56
C 2.57 -7.41 -7.83
H 0.99 -6.50 -4.86
H 1.41 -5.40 -6.19
H 0.20 -6.68 -6.44
H 2.90 -6.43 -8.16
H 1.69 -7.70 -8.41
H 3.36 -8.13 -8.00
C -4.39 8.14 1.82
C -3.53 6.96 1.42
O -3.90 6.17 0.58
C -2.20 6.82 2.12
H -5.31 8.13 1.25
H -4.62 8.09 2.88
H -3.86 9.07 1.62
H -2.35 6.71 3.19
H -1.58 7.70 1.93
H -1.69 5.93 1.74
C -5.30 6.56 -2.06
C -6.55 7.13 -2.68
O -7.25 7.92 -2.09
C -6.89 6.69 -4.08
H -5.17 6.96 -1.07
H -5.38 5.47 -2.00
H -4.44 6.82 -2.67
H -7.04 5.61 -4.11
H -6.08 6.96 -4.76
H -7.81 7.18 -4.41
C -5.17 10.28 -5.31
C -4.06 9.41 -5.85
O -3.45 8.65 -5.13
C -3.74 9.53 -7.32
H -5.29 10.09 -4.25
H -4.93 11.34 -5.46
H -6.10 10.05 -5.83
H -3.44 10.55 -7.55
H -4.62 9.28 -7.91
H -2.93 8.85 -7.57
C -6.40 -0.92 7.05
C -5.36 0.18 7.10
O -5.44 1.09 7.89
C -4.23 0.08 6.11
H -7.16 -0.74 7.81
H -6.88 -0.94 6.07
H -5.93 -1.89 7.24
H -4.63 0.11 5.09
H -3.67 -0.84 6.25
H -3.56 0.93 6.24
```

Results
Charge: 0
E_tot (eV): -73394.46450
Kohn-Sham gap (hartree): 0.3518

Look up the E_tot of the first one. -250352.51042 eV

Among the records above, which one has the highest E_tot? C33H63F2N3O9